1.
Computed, not measured: C2H6 in the gas phase in a non-equilibrium geometry, with ωB97M-V/def2-TZVPD.

Calculated values
Molar mass, g mol⁻¹: 30.070
SMILES string: CC
Net charge: 0
HOMO level, eV: -11.00
LUMO level, hartree: 0.046
Energy relative to the best compared isomer or geometry (same formula, charge and spin), kJ/mol: 175.0

Geometry as XYZ:
```
8
Properties=species:S:1:pos:R:3:forces:R:3
C -0.499079 0.312280 0.475940 3.54 -2.03 1.15
C 0.443574 -0.283906 -0.533424 1.77 5.70 -1.50
H -1.233386 -0.302958 0.774707 -3.77 -2.25 -0.45
H -0.039437 0.116993 1.483714 0.58 1.87 -0.66
H -0.791272 1.213072 0.150981 -1.27 3.60 -0.03
H 0.759069 -1.063829 -0.073665 2.05 -5.98 2.17
H 1.531806 0.362093 -0.433777 -3.09 -1.33 -1.10
H 0.106243 -0.495608 -1.557058 0.19 0.43 0.40
```
Forces are in eV/Å.

=====

2.
Computed, not measured: a molecular structure, C2H66Cl2O36S in a non-equilibrium geometry, with ωB97M-V/def2-TZVPD.

Calculated values
Molar mass, g mol⁻¹: 769.487
Net charge: 0
HOMO level, eV: -10.31
LUMO level, hartree: -0.091

Geometry as XYZ:
```
107
Properties=species:S:1:pos:R:3:forces:R:3
O 0.684167 1.799816 -0.572137 5.54 -2.23 -0.31
S 2.016958 0.991179 -0.538599 -3.25 -3.62 0.46
O 2.276421 -0.048743 -1.680384 -0.44 5.20 3.85
O 3.402391 1.797975 0.135008 -2.52 -1.02 -0.07
C 3.677684 1.402093 1.554627 0.97 -2.11 -0.11
Cl 5.480773 0.843301 1.450998 -0.77 3.44 1.19
C 2.897181 -0.065134 1.734358 0.19 0.43 -1.70
Cl 4.118123 -1.240975 0.896581 -3.11 -1.51 0.89
O 1.726924 -0.067532 0.794892 2.29 2.38 0.31
H 3.510465 2.215319 2.391893 0.16 -1.38 -2.08
H 2.509194 -0.354947 2.802446 0.79 0.32 -2.19
O 0.081448 1.004564 -3.468711 -0.15 -0.05 0.17
H 0.640053 0.715664 -2.731618 -0.03 0.10 -0.37
H -0.615955 1.525949 -3.043541 0.13 -0.12 -0.29
O 0.679369 -1.203432 3.446330 0.47 0.04 -0.18
H 0.615067 -2.163272 3.562008 -0.19 0.41 -0.03
H 0.281298 -1.045217 2.577141 -0.10 -0.22 0.40
O -1.504276 -2.604046 2.519039 -0.18 -0.04 -0.47
H -1.568579 -3.563885 2.634717 -0.27 -0.02 0.06
H -1.902348 -2.445830 1.649851 0.08 -0.25 0.29
O -0.226934 -2.293018 -2.948164 0.27 0.17 -0.20
H -0.258653 -2.706654 -3.823781 0.05 -0.15 0.25
H 0.299426 -1.491347 -3.086905 -0.22 -0.19 0.07
O 2.513809 3.731315 3.773776 -0.13 0.35 -0.16
H 2.768503 4.579331 3.380318 0.00 -0.26 0.12
H 1.684507 3.927029 4.235226 0.20 -0.20 -0.07
O 0.464712 -4.318140 -5.074192 -0.03 -0.23 0.37
H 0.018512 -5.176444 -5.129217 0.07 0.30 -0.07
H 1.018038 -4.392313 -4.282163 -0.09 0.03 -0.22
O -2.954574 -5.491186 2.858000 -0.03 0.27 -0.02
H -3.018876 -6.451026 2.973678 0.06 0.28 -0.21
H -3.352646 -5.332970 1.988812 0.24 -0.30 0.23
O -1.925340 3.930382 -0.613694 0.08 -0.45 0.36
H -2.563006 3.509833 -0.017599 0.09 -0.02 -0.27
H -1.229508 3.264378 -0.719699 -0.13 0.39 -0.04
O -1.828529 1.012588 0.795832 0.03 -0.29 -0.18
H -1.010165 1.301036 0.364687 0.01 -0.14 0.18
H -1.870502 0.063084 0.606986 -0.04 0.36 -0.01
O -2.376974 2.968949 3.042515 0.14 0.31 -0.48
H -2.408693 2.555313 2.166896 0.07 -0.21 0.34
H -1.850613 3.770620 2.903773 -0.12 -0.21 0.18
O -3.255993 -7.484938 0.813053 0.22 -0.17 -0.42
H -3.195868 -8.450883 0.766752 -0.29 0.04 0.24
H -2.590716 -7.178316 0.178724 -0.04 0.16 0.35
O -5.631490 -7.088811 3.609631 -0.12 0.28 -0.24
H -6.167115 -6.315796 3.842792 0.23 -0.26 -0.03
H -5.240636 -6.853537 2.754728 -0.12 -0.13 0.22
O 5.355006 2.909893 -2.235928 0.01 -0.45 0.21
H 4.717340 2.489344 -1.639834 0.19 0.27 -0.07
H 6.050838 2.243890 -2.341934 -0.16 0.19 -0.15
O -0.634021 -5.888284 0.680848 0.08 0.38 0.30
H -0.319788 -5.835319 1.595868 -0.32 -0.06 -0.26
H 0.029758 -5.394381 0.176430 -0.06 -0.36 -0.01
O -2.856921 5.189754 4.880493 -0.03 -0.11 -0.32
H -2.921223 4.229913 4.996172 0.00 0.23 -0.04
H -3.254993 5.347969 4.011306 0.02 -0.08 0.38
O -1.596859 -0.909128 -5.518716 0.16 -0.01 0.26
H -1.229782 -1.790334 -5.352765 -0.24 0.31 -0.26
H -0.929318 -0.305902 -5.158869 -0.04 -0.13 0.10
O -0.619148 -1.009522 -8.194520 -0.14 0.43 -0.26
H -0.364454 -0.161506 -8.587979 -0.03 -0.31 0.10
H -1.448449 -0.813808 -7.733071 0.33 -0.12 0.06
O -3.998899 -0.321020 3.296140 0.29 -0.04 -0.24
H -3.731253 0.059681 2.446293 -0.04 0.06 0.37
H -3.196014 -0.755308 3.621335 -0.20 -0.08 -0.16
O -2.792286 -0.205697 6.554653 0.15 -0.03 -0.45
H -3.335390 0.124182 5.823198 0.03 0.06 0.26
H -2.051196 -0.648659 6.114706 0.01 0.03 0.27
O 3.613452 5.191408 -3.528431 0.41 -0.12 -0.25
H 3.881098 5.572110 -4.378278 -0.21 -0.16 0.14
H 4.416336 4.757121 -3.203235 -0.34 0.25 0.24
O -4.080797 5.890869 -0.928846 0.25 0.10 -0.10
H -3.813151 6.271571 -1.778693 -0.11 -0.19 0.32
H -3.277913 5.456582 -0.603651 -0.16 0.20 -0.31
O 1.015297 2.544884 -6.335053 0.22 -0.11 0.27
H 1.796524 2.950884 -5.930506 -0.24 -0.11 -0.11
H 0.775976 1.834678 -5.720793 0.05 0.27 -0.07
O -0.853608 2.122768 7.488939 0.32 -0.26 0.38
H -1.299807 1.264462 7.433913 -0.20 0.11 -0.17
H -0.300283 2.048593 8.280968 -0.23 0.12 -0.29
O -3.561365 -10.247829 1.608548 0.08 -0.50 0.30
H -4.362744 -10.718347 1.882799 0.18 0.29 -0.15
H -2.852919 -10.681576 2.107496 -0.21 0.20 -0.19
O -7.033883 -0.101460 2.638034 0.31 0.09 -0.32
H -6.816418 0.452037 1.873076 -0.16 -0.18 0.31
H -6.172624 -0.415060 2.952466 -0.11 0.09 0.06
O 1.774826 -6.295127 -0.536853 0.59 -0.34 -0.30
H 1.954964 -7.087263 -0.008762 -0.20 0.27 -0.13
H 2.347501 -6.395386 -1.312077 -0.16 0.12 0.27
O 3.218794 5.932673 -6.653344 -0.26 0.28 0.18
H 3.027234 6.713327 -6.112333 -0.01 -0.16 -0.28
H 2.394568 5.775869 -7.138159 0.26 -0.05 0.16
O 6.976140 5.387366 -2.690948 0.13 -0.08 0.42
H 6.529940 4.529061 -2.745973 0.27 0.13 0.06
H 7.529466 5.313191 -1.898918 -0.20 0.10 -0.34
O 6.320398 3.595249 -4.903397 -0.22 0.32 0.02
H 6.575092 4.443265 -5.296855 0.02 -0.28 0.12
H 5.491096 3.790963 -4.441947 0.16 -0.33 -0.37
O -3.412923 1.474239 -5.651643 -0.01 -0.20 0.23
H -4.050589 1.053690 -5.055548 0.25 0.13 -0.26
H -2.717091 0.808235 -5.757648 -0.35 0.03 0.03
O -0.013424 -1.587711 7.041476 0.21 -0.18 0.38
H 0.767803 -1.181710 7.446023 -0.27 -0.05 -0.23
H -0.252744 -2.297917 7.655736 -0.01 0.24 -0.21
O 5.950223 3.815259 1.744160 0.32 0.55 0.02
H 6.599276 3.906291 2.457779 -0.24 -0.09 -0.19
H 6.226298 4.475658 1.090987 -0.17 -0.19 0.17
```
Forces are in eV/Å.

=====

3.
Computed, not measured: a molecular structure, C2H6AlF2O in a non-equilibrium geometry, with ωB97M-V/def2-TZVPD.

Calculated values
Molar mass, g mol⁻¹: 111.047
Net charge: +1
HOMO level, eV: -15.87
LUMO level, hartree: -0.414
Energy relative to the best compared isomer or geometry (same formula, charge and spin), kJ/mol: 699.9

Geometry as XYZ:
```
12
Properties=species:S:1:pos:R:3:forces:R:3
Al -24.186192 16.552975 -17.694183 2.15 0.86 -0.39
F -21.797060 16.221337 -16.373628 -2.84 0.36 -1.47
F -25.362398 18.713089 -19.023532 1.28 -2.56 1.52
C -21.992105 13.068056 -20.434536 -0.56 0.62 -1.41
C -23.362294 13.276421 -19.801344 0.53 -0.34 0.42
O -23.108794 14.057032 -18.596336 -0.76 0.96 0.54
H -21.725931 14.042359 -20.846516 0.42 -0.11 0.02
H -22.138532 12.408002 -21.295126 0.07 -0.07 0.05
H -21.158422 12.683696 -19.853998 -0.39 -0.07 0.50
H -23.853257 12.336359 -19.549800 -0.09 0.11 0.14
H -24.031632 13.883320 -20.404779 0.16 -0.13 -0.26
H -22.866767 13.416892 -17.910199 0.03 0.36 0.33
```
Forces are in eV/Å.

=====

Number 1: Kohn-Sham gap 12.25 eV. Number 2: Kohn-Sham gap 7.85 eV. Number 3: Kohn-Sham gap 4.60 eV.